[1]
{"formula": "C8H15B", "method": "ωB97M-V with the def2-TZVPD basis set", "species": ["B", "C", "C", "C", "C", "C", "C", "C", "C", "H", "H", "H", "H", "H", "H", "H", "H", "H", "H", "H", "H", "H", "H", "H"], "xyz": [[-0.085, 0.540, 0.267], [-1.010, 2.118, -1.819], [-2.202, 1.923, -1.310], [-1.492, 0.527, 0.755], [-2.618, 0.955, -0.211], [1.389, -1.769, -1.015], [1.385, -1.171, 1.914], [2.158, -0.604, -0.359], [1.279, -0.037, 0.772], [-0.740, 2.859, -2.426], [-2.982, 2.608, -1.575], [-1.818, -0.286, 1.245], [-1.624, 1.431, 1.581], [-3.387, 1.373, 0.313], [-3.128, -0.038, -0.682], [1.470, -2.714, -0.617], [1.654, -1.947, -2.166], [0.397, -1.489, -1.042], [0.793, -1.978, 1.657], [0.843, -0.806, 2.705], [2.326, -1.446, 2.157], [3.118, -1.127, -0.189], [2.364, 0.360, -1.095], [1.911, 0.720, 1.140]], "charge": 0, "orbital_gap_ev": [7.9, 7.8], "e_tot_ev": -9208.68906}

[2]
{"formula": "C8H15BF7O4Ti", "method": "ωB97M-V with the def2-TZVPD basis set", "species": ["Ti", "C", "C", "O", "H", "H", "H", "H", "H", "C", "C", "O", "H", "H", "H", "H", "H", "B", "F", "F", "F", "F", "C", "C", "O", "C", "O", "C", "F", "F", "F", "H", "H", "H", "H", "H"], "xyz": [[-0.064, -0.247, -1.408], [2.006, -3.906, -0.705], [1.130, -2.904, 0.149], [-0.060, -2.466, -0.532], [1.472, -4.840, -0.881], [2.971, -4.127, -0.250], [2.216, -3.541, -1.710], [1.830, -2.095, 0.353], [0.915, -3.325, 1.132], [-4.666, -0.114, -0.348], [-3.302, 0.481, -0.398], [-2.186, -0.371, -0.382], [-5.497, 0.572, -0.183], [-4.861, -1.009, 0.242], [-4.794, -0.606, -1.312], [-3.291, 1.082, 0.511], [-3.140, 1.149, -1.244], [-0.517, 0.945, -3.835], [-1.833, 0.514, -3.801], [-0.239, 1.925, -2.856], [0.249, -0.140, -3.506], [-0.235, 1.257, -5.088], [0.033, 1.888, 3.409], [0.358, 0.953, 2.269], [1.623, 1.390, 1.950], [2.227, 1.292, 0.691], [1.618, 0.854, -0.311], [3.721, 1.852, 0.694], [3.915, 2.580, -0.400], [3.852, 2.675, 1.772], [4.689, 0.879, 0.765], [-0.942, 1.589, 3.794], [0.130, 2.934, 3.119], [0.673, 1.783, 4.285], [-0.284, 1.181, 1.418], [0.284, -0.084, 2.597]], "charge": -2, "orbital_gap_ev": [4.4, 6.9], "e_tot_ev": -59547.89324, "spin_multiplicity": 4}

[3]
{"formula": "C8H15FO", "method": "ωB97M-V with the def2-TZVPD basis set", "species": ["C", "C", "C", "C", "C", "C", "C", "C", "O", "F", "H", "H", "H", "H", "H", "H", "H", "H", "H", "H", "H", "H", "H", "H", "H"], "xyz": [[2.495, 1.365, 0.246], [2.477, 0.077, 0.078], [-0.844, 1.617, 0.629], [-2.071, -0.611, 1.125], [-0.198, 0.455, -1.828], [-0.251, -2.817, -0.125], [-0.701, 0.061, 0.711], [-0.129, -0.528, -0.596], [-0.169, -1.723, -0.933], [2.387, -0.422, -1.182], [2.672, 2.068, -0.525], [2.536, 1.610, 1.286], [-0.835, 2.209, 1.616], [-1.762, 1.826, 0.098], [0.022, 2.050, 0.000], [-2.023, -1.050, 2.033], [-2.276, -1.254, 0.275], [-2.732, 0.226, 1.059], [-0.923, 0.132, -2.496], [0.720, 0.366, -2.357], [-0.430, 1.476, -1.612], [-0.398, -2.741, 0.978], [2.552, -0.648, 0.755], [-0.119, -3.640, -0.751], [0.000, -0.104, 1.514]], "charge": 0, "orbital_gap_ev": [7.4, 8.0], "e_tot_ev": -13298.21514}

[4]
{"formula": "C8H15I", "method": "ωB97M-V with the def2-TZVPD basis set", "species": ["C", "C", "C", "C", "C", "C", "C", "C", "I", "H", "H", "H", "H", "H", "H", "H", "H", "H", "H", "H", "H", "H", "H", "H"], "xyz": [[0.150, -0.724, -0.215], [0.158, 0.714, -0.327], [1.142, 0.117, 0.630], [-0.925, -1.520, 0.477], [0.577, -1.653, -1.399], [-0.877, 1.646, 0.358], [0.602, 1.418, -1.526], [1.048, 0.234, 2.126], [3.210, -0.030, -0.020], [-0.565, -2.369, 1.218], [-1.617, -1.963, -0.223], [-1.369, -0.848, 1.215], [1.247, -2.538, -1.071], [1.290, -1.130, -2.025], [-0.272, -1.893, -2.037], [-1.838, 1.140, 0.671], [-1.237, 2.365, -0.357], [-0.339, 2.184, 1.083], [0.846, 2.411, -1.204], [-0.340, 1.589, -2.066], [1.331, 1.031, -2.139], [1.996, 0.411, 2.578], [0.622, -0.747, 2.502], [0.442, 1.061, 2.304]], "charge": 0, "orbital_gap_ev": 9.4, "smiles": "CC1(C)C(C)(C)C1(C)I", "e_tot_ev": -16638.05866}

[5]
{"formula": "C8H15N", "method": "ωB97M-V with the def2-TZVPD basis set", "species": ["C", "C", "C", "C", "C", "C", "C", "C", "H", "H", "H", "H", "H", "H", "H", "H", "H", "H", "H", "H", "H", "H", "H", "N"], "xyz": [[2.219, -1.113, -0.443], [1.349, -0.523, 0.672], [0.880, 0.954, 0.491], [1.237, 1.667, -0.710], [-1.840, 0.936, 0.052], [-2.320, -0.484, -0.399], [-1.057, -1.136, -0.617], [-0.198, -0.980, 0.681], [2.442, -2.279, -0.543], [2.067, -0.840, -1.523], [3.286, -0.877, -0.214], [1.670, -0.715, 1.699], [1.408, 1.534, 1.345], [0.903, 1.248, -1.543], [0.973, 2.754, -0.730], [2.326, 1.625, -0.906], [-1.616, 1.536, -0.833], [-2.547, 1.599, 0.614], [-3.029, -0.913, 0.293], [-2.934, -0.402, -1.200], [-0.539, -0.809, -1.481], [-1.222, -2.238, -0.619], [-0.449, -1.529, 1.581], [-0.623, 0.626, 0.813]], "charge": 0, "orbital_gap_ev": 8.8, "smiles": "C[C@H]1[C@@H](C)N2CCC[C@@H]12", "e_tot_ev": -10026.12912}

[6]
{"formula": "C8H15N", "method": "ωB97M-V with the def2-TZVPD basis set", "species": ["C", "C", "C", "C", "C", "C", "C", "C", "H", "H", "H", "H", "H", "H", "H", "H", "H", "H", "H", "H", "H", "H", "H", "N"], "xyz": [[-2.564, -0.373, -0.085], [-1.345, -1.149, -0.555], [0.152, -0.483, 0.094], [0.304, -0.859, 1.653], [1.308, -0.900, -0.633], [2.632, -1.010, -0.849], [0.725, 1.638, 1.073], [-0.134, 1.712, -1.198], [-3.386, -0.884, -0.825], [-2.637, 0.764, 0.073], [-2.846, -0.523, 0.888], [-1.321, -1.179, -1.654], [-1.391, -2.279, -0.346], [-0.462, -0.648, 2.304], [0.277, -1.939, 1.777], [1.156, -0.363, 2.148], [3.532, -1.060, -1.245], [1.788, 1.245, 0.715], [0.494, 2.619, 1.093], [0.554, 1.206, 2.055], [-0.734, 0.992, -2.048], [-0.611, 2.729, -1.316], [0.947, 1.418, -1.494], [-0.260, 0.921, 0.126]], "charge": 0, "orbital_gap_ev": 9.7, "smiles": "C#C[C@](C)(CC)N(C)C", "e_tot_ev": -10022.25958}